Record 1
Below is a structure of composition C48H50AlAs2BrIN4O9P2 in a non-equilibrium geometry, with properties calculated with ωB97M-V with the def2-TZVPD basis set.

Cartesian coordinates (Å):
Al (0.5282, 0.6608, 0.7373)
N (1.3180, 1.9547, 3.2885)
P (0.4194, 2.7164, 1.9699)
C (1.3561, 4.0995, 1.5755)
C (1.1214, 4.7365, 0.3153)
C (1.7117, 5.9595, 0.1322)
C (2.4105, 6.6119, 1.1732)
C (2.6047, 6.0009, 2.4165)
C (2.0963, 4.7316, 2.5819)
C (-1.1191, 3.2072, 2.7067)
C (-2.2262, 2.3411, 2.4522)
C (-3.4344, 2.4932, 3.1714)
C (-3.5176, 3.5477, 4.0291)
C (-2.5691, 4.5985, 4.0324)
C (-1.3824, 4.4284, 3.3944)
P (1.7291, 0.2606, 2.8115)
C (1.3740, -0.7237, 4.2856)
C (0.9179, -0.2795, 5.5176)
C (0.5603, -1.2270, 6.5103)
C (0.5575, -2.5740, 6.1964)
C (1.0644, -3.0296, 4.9892)
C (1.4513, -2.1109, 4.0530)
C (3.5578, 0.2492, 2.6216)
C (4.3667, -0.9356, 2.7111)
C (5.6742, -0.6946, 3.0315)
C (6.2856, 0.5368, 2.9883)
C (5.5771, 1.6436, 2.4571)
C (4.1646, 1.4799, 2.3002)
H (0.5491, 1.8778, 3.9954)
H (0.5194, 4.2877, -0.5012)
H (1.7346, 6.4532, -0.8366)
H (2.9262, 7.5733, 0.9658)
H (3.2216, 6.4759, 3.1820)
H (2.2196, 4.2504, 3.5723)
H (-2.1645, 1.5473, 1.7418)
H (-4.2158, 1.7693, 3.0166)
H (-4.3956, 3.7177, 4.6721)
H (-2.8331, 5.5523, 4.4632)
H (-0.6785, 5.2707, 3.4484)
H (0.7923, 0.7783, 5.7312)
H (0.1548, -0.8008, 7.4691)
H (0.3073, -3.3643, 6.9754)
H (1.1827, -4.1228, 4.6719)
H (1.7715, -2.5308, 3.1252)
H (3.9639, -1.9239, 2.6558)
H (6.2357, -1.6401, 3.2810)
H (7.2767, 0.6418, 3.4053)
H (6.0282, 2.5881, 2.1576)
H (3.5591, 2.1582, 1.8334)
Br (0.6388, -7.6206, 3.1208)
C (2.2506, -8.3438, 2.3923)
C (2.6035, -9.5782, 2.8923)
C (3.8275, -10.1875, 2.5176)
C (4.7922, -9.4365, 1.8323)
C (4.4016, -8.1923, 1.3038)
C (3.1531, -7.6548, 1.5348)
I (2.7856, -5.8038, 0.6922)
H (1.9252, -10.0144, 3.6619)
H (4.0673, -11.2157, 2.8510)
H (5.8178, -9.7889, 1.6126)
H (5.0405, -7.5730, 0.7080)
C (-0.4869, -3.4897, -2.0869)
N (-0.8885, -2.4475, -1.0829)
C (-1.3847, -2.7014, 0.2364)
C (-1.5629, -1.3048, 0.8172)
O (-2.3347, -1.0109, 1.7277)
N (-0.7558, -0.4803, 0.0873)
C (-0.5621, -1.0977, -1.2232)
N (0.0055, 0.2261, -2.9758)
H (-0.8139, -3.1055, -3.0264)
H (-1.0380, -4.4568, -1.7703)
H (0.5752, -3.5484, -1.9483)
H (-0.6431, -3.2735, 0.8047)
H (-2.3886, -3.2224, 0.3639)
H (-0.0388, 1.2795, -2.9547)
H (0.3746, -0.1752, -3.8399)
C (2.9032, -1.7634, -1.7958)
O (1.6751, -1.2157, -2.3726)
C (0.8252, -0.4116, -1.6998)
O (1.3966, 0.4813, -0.8558)
C (-1.2086, -0.4501, -2.4478)
C (-2.4293, -0.3271, -3.0470)
As (-2.2061, 0.1905, -5.0940)
C (-3.9536, 0.1288, -6.0990)
C (-2.4104, 2.0448, -4.6456)
C (-2.3202, 2.6029, -3.4300)
As (-3.1500, 1.4583, -2.0053)
C (-5.0205, 1.5395, -2.8297)
C (-1.1082, 3.4294, -2.9646)
O (0.0727, 3.0203, -3.0949)
O (-1.2944, 4.7157, -2.5037)
C (-2.6655, 5.2588, -2.5907)
C (-2.0476, 3.0386, -5.7843)
O (-1.9158, 4.2570, -5.7062)
O (-1.7582, 2.3014, -6.9545)
C (-1.6434, 3.2510, -8.1347)
C (-3.4304, -1.3573, -2.6359)
O (-3.8837, -1.5482, -1.5025)
O (-3.8720, -2.1531, -3.6575)
C (-5.1833, -2.7715, -3.5937)
H (2.8340, -2.1576, -0.7459)
H (3.6749, -0.9657, -1.8407)
H (3.1404, -2.6193, -2.4182)
H (-4.4337, 1.1108, -6.1941)
H (-4.6531, -0.5543, -5.5637)
H (-3.7517, -0.2294, -7.0923)
H (-4.9084, 1.3419, -3.8979)
H (-5.3702, 2.5564, -2.6848)
H (-5.6364, 0.8145, -2.3572)
H (-2.6079, 6.0881, -1.8651)
H (-3.4639, 4.5961, -2.1957)
H (-2.8500, 5.6099, -3.5707)
H (-1.5691, 2.5813, -8.9795)
H (-0.7605, 3.9525, -8.0042)
H (-2.5657, 3.8111, -8.2253)
H (-5.4454, -2.9610, -4.6130)
H (-5.8468, -2.0239, -3.0912)
H (-5.2722, -3.6958, -2.9391)

Cartesian forces (eV/Å) of the 6 atoms listed first:
Al 0.16 -0.51 -1.00
N -1.52 -1.43 -0.59
P 0.16 -0.90 1.17
C 0.19 1.76 -1.26
C 0.16 -0.71 0.73
C 0.79 1.23 0.08

Summary:
max |F|	4.9	eV/Å
relative energy (zero: lowest compared OMol25 entry of this formula, charge and spin)	449.4	kJ/mol
DFT total energy	-11022.64042	Eh
frontier orbital gap	3.451	eV
charge	+3

Record 2
Below is a structure of composition C48H50BF4Ge2S4TeY in a non-equilibrium geometry, with properties calculated with ωB97M-V with the def2-TZVPD basis set.

Cartesian coordinates (Å):
Y (-2.8360, 0.5973, -2.3747)
C (3.3300, -6.1889, 0.2683)
C (3.3499, -4.7621, -0.2024)
C (3.5929, -3.7208, 0.6789)
C (3.6305, -2.4054, 0.2411)
C (3.8988, -1.2819, 1.1962)
C (3.4056, -2.1305, -1.1081)
C (3.1404, -3.1651, -2.0060)
C (2.9080, -2.8661, -3.4532)
C (3.1151, -4.4691, -1.5372)
C (3.6091, -0.7573, -1.6173)
C (4.9326, -0.3918, -1.8544)
C (5.2429, 0.8498, -2.3707)
C (4.2146, 1.7205, -2.6695)
C (2.8886, 1.3696, -2.4345)
C (2.5713, 0.1318, -1.8766)
Ge (0.6291, -0.3995, -1.5693)
S (-0.3379, -1.0412, -3.3631)
S (0.4487, -1.7191, 0.3310)
Ge (-1.4192, -0.4268, 0.7299)
S (-3.1859, -1.3056, -0.0830)
S (-0.4632, 1.3381, -0.4794)
C (-1.6930, 0.1207, 2.6812)
C (-1.4155, -0.7427, 3.7356)
C (-1.6615, -0.3439, 5.0462)
C (-2.1924, 0.9011, 5.3220)
C (-2.5039, 1.7465, 4.2744)
C (-2.2706, 1.3610, 2.9607)
C (-2.6656, 2.2631, 1.8562)
C (-1.8426, 3.3187, 1.4596)
C (-0.5294, 3.5889, 2.1367)
C (-2.2468, 4.1382, 0.4154)
C (-3.4352, 3.9152, -0.2646)
C (-3.8502, 4.7679, -1.4115)
C (-4.2419, 2.8487, 0.1364)
C (-3.8999, 2.0591, 1.2261)
C (-4.8647, 1.0482, 1.7714)
C (-0.8637, -2.1015, 3.5379)
C (-1.7253, -3.1835, 3.3544)
C (-3.2049, -2.9756, 3.2643)
C (-1.1868, -4.4573, 3.2497)
C (0.1782, -4.6804, 3.3329)
C (0.7432, -6.0693, 3.2420)
C (1.0164, -3.5930, 3.5316)
C (0.5112, -2.3095, 3.6426)
C (1.4269, -1.1429, 3.8540)
C (1.8674, 2.3744, -2.8077)
C (1.2647, 2.3374, -4.0639)
C (1.5857, 1.2783, -5.0743)
C (0.3565, 3.3317, -4.4079)
C (0.0727, 4.3792, -3.5495)
C (-0.8866, 5.4565, -3.9529)
C (0.7186, 4.4280, -2.3226)
C (1.6131, 3.4430, -1.9386)
C (2.3198, 3.5310, -0.6165)
H (3.7916, -6.2816, 1.2504)
H (3.8649, -6.8320, -0.4311)
H (2.3035, -6.5495, 0.3297)
H (3.7700, -3.9357, 1.7255)
H (4.1027, -1.6608, 2.1947)
H (3.0274, -0.6302, 1.2435)
H (4.7406, -0.6750, 0.8630)
H (3.6706, -2.1866, -3.8330)
H (1.9410, -2.3734, -3.5775)
H (2.9070, -3.7770, -4.0482)
H (2.9267, -5.2748, -2.2320)
H (5.7199, -1.1011, -1.6305)
H (6.2744, 1.1367, -2.5439)
H (4.4262, 2.6929, -3.0948)
H (-1.4394, -1.0342, 5.8500)
H (-2.3872, 1.2010, 6.3452)
H (-2.9401, 2.7183, 4.4682)
H (-0.3475, 2.8841, 2.9448)
H (-0.5081, 4.6036, 2.5403)
H (0.2764, 3.4968, 1.4110)
H (-1.6123, 4.9621, 0.1152)
H (-3.2922, 5.7021, -1.4352)
H (-4.9166, 4.9859, -1.3780)
H (-3.6675, 4.2105, -2.3552)
H (-5.1937, 2.6871, -0.3566)
H (-5.7950, 1.0648, 1.2090)
H (-5.0749, 1.2533, 2.8232)
H (-4.4550, 0.0405, 1.7063)
H (-3.5330, -2.1992, 3.9539)
H (-3.7451, -3.8965, 3.4805)
H (-3.4651, -2.6520, 2.2553)
H (-1.8556, -5.2941, 3.0987)
H (0.1121, -6.7144, 2.6344)
H (0.8120, -6.5155, 4.2372)
H (1.7394, -6.0445, 2.8065)
H (2.0854, -3.7450, 3.5967)
H (2.4452, -1.4797, 4.0337)
H (1.0979, -0.5292, 4.6926)
H (1.4199, -0.5137, 2.9652)
H (2.5102, 0.7596, -4.8303)
H (1.6717, 1.7162, -6.0690)
H (0.7821, 0.5428, -5.0967)
H (-0.1353, 3.2839, -5.3684)
H (-1.2187, 5.3069, -4.9758)
H (-0.4276, 6.4418, -3.8591)
H (-1.7650, 5.4192, -3.3146)
H (0.5192, 5.2497, -1.6452)
H (2.0051, 4.4209, -0.0730)
H (3.4029, 3.5696, -0.7464)
H (2.0959, 2.6532, -0.0124)
Te (-3.4600, 2.3518, -4.3305)
F (-5.4538, 0.2839, -2.1313)
B (-5.7138, -0.7202, -3.1331)
F (-4.4080, -1.1264, -3.5791)
F (-6.3973, -1.7638, -2.5954)
F (-6.3955, -0.1509, -4.1655)

Cartesian forces (eV/Å) of the 6 atoms listed first:
Y -0.30 -1.53 -0.01
C -0.03 0.06 -0.05
C -0.01 -0.08 0.00
C 0.04 0.01 -0.06
C 0.04 0.00 -0.03
C 0.05 0.00 -0.02

Summary:
max |F|	1.6	eV/Å
relative energy (zero: lowest compared OMol25 entry of this formula, charge and spin)	29.2	kJ/mol
DFT total energy	-8337.05116	Eh
frontier orbital gap	5.080	eV
charge	-2

Question: Among the records above, which one has the lowest frontier orbital gap?
Answer: C48H50AlAs2BrIN4O9P2